Density functional theory data (the ωB97M-V functional and the def2-TZVPD basis) for 11 unconnected molecules or ions with the total composition C29H86N6O11 at a distorted geometry.

Each line ends with the Löwdin charge.
Positions of all 132 atoms, in Å:
C (-3.0859, -2.0855, 0.8717)  -0.103
O (-2.2874, -2.3409, -0.2756)  -0.142
H (-4.1125, -2.3687, 0.7020)  0.079
H (-2.6090, -2.5764, 1.7127)  0.084
H (-3.0531, -1.0301, 1.1108)  0.057
H (-2.7276, -1.9522, -1.0333)  0.042
C (4.4827, -2.6901, -0.2591)  -0.121
O (3.6284, -1.8346, 0.5270)  -0.178
H (4.1808, -3.7717, -0.0795)  0.100
H (4.2882, -2.4964, -1.3026)  0.067
H (5.5426, -2.5221, -0.1506)  0.058
H (3.9024, -1.9805, 1.4485)  0.007
C (0.0706, -4.5906, 0.0782)  -0.143
O (0.4147, -3.2043, -0.0985)  -0.168
H (0.9359, -5.2364, -0.0811)  0.074
H (-0.2346, -4.8499, 1.0572)  0.052
H (-0.7270, -4.8132, -0.6565)  0.076
H (-0.4549, -2.7186, 0.0052)  0.056
C (0.0721, 4.0763, -0.9333)  -0.147
O (-0.9530, 3.0590, -0.9481)  -0.196
H (1.0293, 3.6228, -1.2856)  0.069
H (-0.2102, 4.8260, -1.7198)  0.083
H (0.1360, 4.5613, 0.0360)  0.065
H (-1.0420, 2.6990, -0.0342)  0.009
C (1.3338, -0.2183, -0.7214)  -0.116
O (1.2753, -0.2366, 0.7412)  -0.171
H (0.4621, 0.3177, -1.1164)  0.069
H (2.2939, 0.2794, -1.0066)  0.093
H (1.3024, -1.2295, -1.0400)  0.031
H (2.0090, -0.8632, 0.8654)  0.019
C (0.0879, 2.5397, 3.0190)  -0.058
C (-1.1621, 1.7910, 2.7807)  -0.417
C (-2.3777, 2.4648, 3.3052)  -0.267
O (-3.3903, 1.6458, 2.8989)  -0.204
C (-4.6707, 2.3010, 2.9723)  -0.084
N (-1.3396, 1.4798, 1.3106)  0.082
H (0.5411, 2.3246, 4.0018)  0.085
H (-0.1048, 3.6477, 2.8987)  0.106
H (0.7873, 2.1698, 2.3146)  0.050
H (-1.1050, 0.8149, 3.3048)  0.141
H (-2.4703, 3.4845, 2.9467)  0.126
H (-2.3715, 2.5399, 4.4094)  0.143
H (-5.5262, 1.6406, 2.6459)  0.101
H (-4.6959, 3.1992, 2.2796)  0.100
H (-4.8464, 2.6203, 3.9973)  0.078
H (-2.2165, 1.0065, 1.1962)  0.040
H (-0.5320, 0.9203, 1.0249)  0.062
C (-1.4664, -1.6117, -5.3174)  -0.063
C (-1.1547, -2.0361, -3.9353)  -0.431
C (-2.1998, -3.0303, -3.3829)  -0.206
O (-3.3938, -2.4659, -2.8757)  -0.234
C (-4.3942, -3.4396, -2.6004)  -0.081
N (0.1631, -2.6805, -3.7709)  0.069
H (-0.8313, -0.7955, -5.7030)  0.070
H (-2.4770, -1.3370, -5.4380)  0.069
H (-1.2569, -2.4346, -6.0159)  0.090
H (-1.1764, -1.2013, -3.2305)  0.113
H (-1.6429, -3.5047, -2.5935)  0.092
H (-2.3136, -3.8725, -4.0833)  0.131
H (-4.1765, -3.9282, -1.5601)  0.120
H (-4.3872, -4.1723, -3.4063)  0.084
H (-5.3256, -2.9171, -2.5343)  0.074
H (0.7136, -2.1931, -3.0440)  0.075
H (0.6145, -2.8492, -4.6302)  0.047
C (2.5765, 3.3708, -4.4547)  -0.056
C (1.9683, 1.9861, -4.4301)  -0.456
C (0.4755, 1.8375, -4.4898)  -0.219
O (-0.0039, 2.3970, -5.7041)  -0.173
C (-1.4135, 2.4034, -5.8694)  -0.092
N (2.6773, 1.1655, -5.4351)  0.016
H (2.2823, 4.0845, -3.6389)  0.088
H (2.3245, 3.8592, -5.4105)  0.083
H (3.6117, 3.1337, -4.5158)  0.059
H (2.1310, 1.4141, -3.4650)  0.137
H (0.0274, 2.3623, -3.6379)  0.116
H (0.2260, 0.7299, -4.3993)  0.122
H (-1.6720, 3.1071, -6.6617)  0.095
H (-1.8986, 2.7445, -4.9809)  0.068
H (-1.8417, 1.4671, -6.0373)  0.051
H (2.2464, 0.1966, -5.5453)  0.093
H (2.7112, 1.5381, -6.3865)  0.071
C (6.6095, -0.6051, 2.5951)  -0.063
C (5.3767, -0.9279, 3.3275)  -0.403
C (4.3045, 0.1420, 2.9492)  -0.226
O (4.4438, 1.3071, 3.6936)  -0.172
C (4.1981, 2.4518, 2.9456)  -0.119
N (4.7522, -2.2215, 3.0573)  0.058
H (7.5154, -1.0996, 2.9321)  0.079
H (6.7611, 0.4467, 2.4766)  0.077
H (6.6110, -0.9527, 1.5332)  0.091
H (5.4836, -0.7829, 4.4641)  0.161
H (3.3331, -0.1854, 3.0955)  0.081
H (4.4780, 0.2862, 1.8513)  0.134
H (5.1447, 2.9157, 2.6931)  0.078
H (3.6188, 3.2000, 3.5559)  0.102
H (3.6714, 2.3056, 1.9740)  0.096
H (5.3252, -3.0360, 3.2892)  0.110
H (3.9929, -2.2471, 3.7012)  0.045
C (-2.8564, 0.8007, -2.6507)  -0.034
C (-4.0443, 1.7067, -2.1542)  -0.436
C (-5.3629, 1.3280, -2.7253)  -0.212
O (-5.3388, 1.4180, -4.1434)  -0.193
C (-6.5542, 1.5512, -4.7995)  -0.132
N (-4.1648, 1.5992, -0.7037)  0.045
H (-2.7666, 1.0234, -3.7065)  0.053
H (-3.1990, -0.2358, -2.3513)  0.077
H (-1.8848, 1.0082, -2.1867)  0.055
H (-3.7127, 2.7121, -2.4718)  0.141
H (-6.0678, 2.0853, -2.4241)  0.114
H (-5.7240, 0.3079, -2.3918)  0.150
H (-6.3036, 1.3703, -5.8453)  0.084
H (-6.8840, 2.6053, -4.8598)  0.093
H (-7.3194, 0.8305, -4.5067)  0.090
H (-3.4009, 2.1577, -0.2369)  0.076
H (-5.0447, 2.0508, -0.4483)  0.065
C (2.1724, -1.3441, 8.3191)  -0.073
C (2.6417, -1.2274, 6.9029)  -0.473
C (1.7066, -1.9515, 6.0509)  -0.266
O (2.1635, -1.9459, 4.7364)  -0.228
C (1.1881, -1.8487, 3.7304)  -0.086
N (2.7920, 0.1701, 6.4899)  0.069
H (1.1695, -1.0166, 8.4359)  0.060
H (2.7697, -0.6809, 8.9710)  0.090
H (2.1280, -2.3934, 8.6881)  0.094
H (3.6558, -1.6749, 6.7568)  0.157
H (0.7259, -1.5216, 6.2555)  0.129
H (1.5773, -3.0227, 6.3191)  0.143
H (1.0654, -0.7811, 3.5164)  0.074
H (0.2050, -2.4057, 4.0351)  0.129
H (1.6324, -2.3202, 2.8404)  0.083
H (1.8909, 0.6042, 6.2434)  0.083
H (3.3306, 0.2936, 5.6443)  0.040

Results
F_max in eV/Å: 3.41
HOMO-LUMO gap in hartree: 0.3485
Energy in eV: -62924.238
SMILES: COC[C@H](C)N.COC[C@H](C)N.COC[C@H](C)N.COC[C@H](C)N.COC[C@H](C)N.COC[C@H](C)N.CO.CO.CO.CO.CO
HOMO energy in eV: -8.8